Entry 1:
{"formula": "C3H4N2O", "method": "wB97M-V/def2-TZVPD", "symbols": ["O", "N", "N", "C", "C", "C", "H", "H", "H", "H"], "positions_angstrom": [[-1.811, -0.928, -0.287], [0.529, -0.808, -0.057], [0.909, 1.364, 0.106], [-0.412, 1.159, -0.236], [1.444, 0.171, 0.209], [-0.664, -0.176, -0.312], [-1.085, 1.997, -0.389], [2.443, -0.066, 0.547], [-1.912, -0.949, 0.684], [0.647, -1.805, -0.151]], "mulliken_charge": [-0.520, -0.051, -0.548, -0.428, -0.145, 0.389, 0.386, 0.359, 0.351, 0.207], "total_energy_ev": -8202.880, "e_above_lowest_kj_mol": 97.0, "lumo_ev": 0.582, "homo_ev": -8.81, "multiplicity": 1, "smiles": "Oc1cnc[nH]1"}


Entry 2:
{"formula": "C21H45IrN2OP3S", "method": "wB97M-V/def2-TZVPD", "symbols": ["Ir", "S", "P", "P", "P", "O", "N", "N", "C", "C", "C", "C", "C", "C", "C", "C", "C", "C", "C", "C", "C", "C", "C", "C", "C", "C", "C", "C", "C", "H", "H", "H", "H", "H", "H", "H", "H", "H", "H", "H", "H", "H", "H", "H", "H", "H", "H", "H", "H", "H", "H", "H", "H", "H", "H", "H", "H", "H", "H", "H", "H", "H", "H", "H", "H", "H", "H", "H", "H", "H", "H", "H", "H", "H"], "positions_angstrom": [[0.068, -0.036, -1.046], [-0.535, -1.317, 1.021], [-2.360, 0.148, -1.248], [2.297, -0.157, -0.061], [0.397, -2.061, -2.007], [0.303, 1.265, -3.865], [-2.080, -0.450, 3.029], [0.118, 0.252, 3.101], [3.525, -0.489, -1.391], [-3.075, 0.294, -2.930], [-0.860, -0.419, 2.472], [0.013, 1.921, 0.180], [-2.430, 0.139, 4.319], [-0.281, 1.231, -5.097], [-3.390, -1.101, -0.369], [-1.294, 2.156, -5.472], [2.700, -1.392, 1.262], [0.325, 0.477, -6.133], [1.259, -3.356, -1.019], [3.042, 1.330, 0.730], [0.109, 0.816, -7.470], [0.308, 2.171, -1.180], [-0.013, 0.746, 4.467], [1.458, -2.022, -3.491], [-1.463, 2.517, -6.809], [-1.150, -2.910, -2.496], [-3.089, 1.580, -0.354], [-1.433, 1.221, 4.674], [-0.721, 1.891, -7.818], [-3.147, -2.129, -0.651], [-2.765, -1.069, 2.583], [-1.846, -2.226, -3.008], [-4.160, 1.653, -0.592], [2.314, -2.686, -3.350], [-1.625, 2.120, 4.077], [2.293, -3.058, -0.786], [0.701, 1.560, 4.638], [-1.631, -3.341, -1.602], [-2.588, 2.516, -0.620], [3.668, -1.562, -1.574], [-4.436, -0.880, -0.628], [3.605, -1.933, 0.949], [0.237, -0.078, 5.153], [-0.459, 2.573, -1.847], [1.018, -0.321, -5.869], [-2.994, 1.398, 0.724], [-3.435, 0.561, 4.248], [2.773, 2.239, 0.182], [0.795, 1.985, 0.939], [1.324, 2.384, -1.525], [-1.569, 1.512, 5.720], [1.848, -1.023, -3.703], [-1.917, 2.640, -4.714], [2.925, -0.867, 2.203], [0.603, 0.232, -8.257], [-4.120, 0.597, -2.822], [4.473, -0.043, -1.059], [1.058, 0.022, 2.795], [0.869, -2.394, -4.334], [-3.015, -0.647, -3.488], [-0.832, 2.205, -8.863], [-0.976, 2.150, 0.578], [4.135, 1.211, 0.736], [-2.454, -0.654, 5.083], [2.688, 1.414, 1.766], [3.209, 0.000, -2.322], [1.275, -4.246, -1.666], [-2.202, 3.282, -7.077], [-0.863, -3.725, -3.182], [-2.564, 1.083, -3.494], [-3.264, -0.979, 0.719], [1.895, -2.113, 1.458], [0.717, -3.594, -0.092], [0.165, 0.544, -3.101]], "mulliken_spin": [1.030, 0.659, 0.087, 0.187, 0.013, 0.142, 0.052, 0.020, 0.003, 0.026, 0.030, -0.010, 0.000, 0.354, 0.042, 0.084, 0.038, 0.079, 0.009, 0.012, 0.072, 0.319, 0.001, 0.035, 0.088, 0.029, 0.008, 0.004, 0.266, 0.000, -0.002, -0.010, 0.001, -0.001, 0.000, 0.001, 0.001, 0.001, 0.001, -0.002, 0.004, 0.004, 0.000, 0.003, 0.006, -0.001, 0.002, 0.000, -0.002, 0.025, -0.001, 0.012, -0.001, -0.003, 0.005, -0.001, 0.003, 0.001, -0.006, -0.003, -0.003, -0.003, 0.002, 0.003, -0.001, -0.001, -0.001, 0.006, 0.003, -0.007, -0.008, -0.006, 0.000, 0.300], "total_energy_ev": -69047.512, "e_above_lowest_kj_mol": 125.1, "lumo_ev": [-7.941, -12.054], "homo_ev": [-13.37, -16.87], "charge": 3, "multiplicity": 5, "s2": 6.035}


Entry 3:
{"formula": "C17H44N6O6P2", "method": "wB97M-V/def2-TZVPD", "symbols": ["P", "P", "O", "O", "O", "O", "O", "O", "N", "N", "N", "N", "N", "N", "C", "C", "C", "C", "C", "C", "C", "C", "C", "C", "C", "C", "C", "C", "C", "C", "C", "H", "H", "H", "H", "H", "H", "H", "H", "H", "H", "H", "H", "H", "H", "H", "H", "H", "H", "H", "H", "H", "H", "H", "H", "H", "H", "H", "H", "H", "H", "H", "H", "H", "H", "H", "H", "H", "H", "H", "H", "H", "H", "H", "H"], "positions_angstrom": [[4.913, 2.119, -2.408], [-1.471, -0.742, 1.387], [3.723, 2.208, -1.496], [-9.874, -5.344, 3.514], [-6.064, -2.953, 2.003], [-8.311, -4.872, 1.987], [-6.155, -1.036, 3.148], [-1.290, -2.145, 1.896], [5.833, 0.908, -1.577], [0.195, -0.346, 1.189], [5.565, 3.686, -2.094], [-1.902, 0.957, 1.409], [-2.215, -1.074, -0.142], [5.813, 2.011, -3.908], [0.741, 0.279, -0.004], [-3.505, -1.754, -0.031], [-6.717, -2.048, 2.785], [5.443, 0.822, -4.720], [5.596, 3.165, -4.824], [5.161, -0.389, -1.479], [7.268, 0.723, -1.685], [1.166, -1.306, 1.701], [6.965, 3.936, -1.804], [-8.485, -3.497, 4.040], [-5.485, -4.036, 2.724], [-8.948, -4.652, 3.173], [-8.181, -2.242, 3.164], [-2.206, -0.192, -1.293], [-3.329, 1.186, 1.764], [-1.140, 1.758, 2.405], [4.750, 4.590, -1.289], [-3.999, 0.837, 0.981], [4.147, -0.268, -1.096], [4.367, 0.767, -4.904], [5.690, -1.051, -0.791], [6.164, 3.011, -5.743], [3.713, 4.584, -1.609], [-3.426, -2.621, 0.625], [7.171, 5.009, -1.860], [4.790, 4.342, -0.222], [0.897, -1.656, 2.693], [-9.279, -3.294, 4.745], [-7.595, -3.765, 4.602], [-5.052, -4.701, 1.985], [7.604, 0.012, -0.927], [-8.715, -2.379, 2.223], [2.144, -0.826, 1.799], [5.952, 0.855, -5.682], [-8.569, -1.351, 3.636], [-2.820, 0.712, -1.168], [7.244, 3.594, -0.800], [-3.606, 0.700, 2.703], [7.595, 0.332, -2.660], [0.186, 1.172, -0.290], [5.951, 4.099, -4.404], [7.623, 3.479, -2.544], [4.541, 3.290, -5.082], [5.765, -0.104, -4.246], [-1.484, 2.793, 2.379], [5.103, 5.617, -1.414], [5.089, -0.913, -2.442], [-6.200, -4.622, 3.290], [-3.852, -2.116, -1.000], [1.759, 0.628, 0.184], [-9.009, -4.919, 1.324], [0.779, -0.419, -0.851], [-3.521, 2.253, 1.864], [-4.293, -1.108, 0.377], [-1.266, 1.374, 3.422], [7.817, 1.638, -1.490], [-4.661, -3.714, 3.362], [-2.594, -0.724, -2.165], [-1.202, 0.119, -1.564], [-0.079, 1.788, 2.187], [1.277, -2.174, 1.041]], "mulliken_charge": [0.758, 0.765, -0.736, -0.558, -0.220, -0.369, -0.534, -0.838, 0.031, 0.256, 0.161, 0.060, 0.034, -0.013, -1.364, -1.146, 0.500, -1.072, -1.071, -0.762, -0.738, -1.017, -1.274, -0.622, -0.795, 0.447, -0.502, -0.705, -1.162, -1.056, -0.973, 0.229, 0.035, 0.372, 0.391, 0.405, 0.322, 0.210, 0.436, 0.311, 0.340, 0.329, 0.428, 0.234, 0.401, 0.345, 0.320, 0.415, 0.337, 0.257, 0.331, 0.428, 0.265, 0.308, 0.316, 0.366, 0.363, 0.242, 0.405, 0.317, 0.251, 0.332, 0.425, 0.613, 0.317, 0.247, 0.438, 0.311, 0.356, 0.186, 0.355, 0.375, 0.216, 0.302, 0.334], "total_energy_ev": -58144.199, "lumo_ev": 0.432, "homo_ev": -8.13, "multiplicity": 1, "smiles": "CN(C)P(=O)(N(C)C)N(C)C.CN(C)P(=O)(N(C)C)N(C)C.COC(=O)CCC(=O)O"}